Density functional theory data (ωB97M-V/def2-TZVPD) for a molecular structure, C32H52ClNO9P2SSi2.

XYZ file:
```
100
Properties=species:S:1:pos:R:3:forces:R:3
C 3.13923 -0.49247 3.06737 -0.5 0.1 0.9
C 2.57834 0.69373 3.84093 1.5 0.5 0.8
O 3.31114 1.33276 4.57385 -1.3 -0.5 -1.1
O 1.25134 0.97348 3.70605 0.3 -0.6 -0.7
C 1.01313 2.10830 2.84788 0.0 1.1 1.0
C -0.46830 2.36915 2.70803 -0.1 -0.5 -0.9
C -1.22629 1.39000 1.77014 0.5 1.3 0.0
C -0.94824 1.81623 0.30380 -0.1 -0.8 0.3
Si -1.84820 0.80410 -1.02427 -0.1 1.8 -0.1
C -3.33064 1.83928 -1.54359 0.3 -0.8 -0.8
C -3.98626 1.31872 -2.84855 -0.2 0.6 0.4
C -5.32407 2.02583 -3.07968 0.6 0.0 0.2
O -6.34219 1.54295 -2.22926 -0.3 -0.1 -0.1
O -0.94149 0.56808 -2.42139 -0.1 -1.1 1.1
Si 0.12502 -0.70552 -2.44371 -0.1 0.8 -2.0
C 0.95523 -0.63348 -4.12709 -0.3 0.6 0.1
C 1.95297 0.52616 -4.29702 0.0 -1.0 0.3
C 2.41545 0.73804 -5.74623 0.4 0.9 0.8
C 3.78355 1.42957 -5.71431 -0.3 0.2 0.6
N 4.87521 0.53108 -5.36253 -0.7 0.4 -0.7
C 4.78560 -0.80316 -5.13117 -1.2 -0.8 0.0
C 5.99196 -1.29133 -4.79525 1.1 -0.1 0.2
C 6.89211 -0.18886 -4.84766 0.6 -1.8 0.5
C 6.17190 0.88494 -5.20468 0.9 1.3 0.0
O -0.62414 -2.19100 -2.35681 0.6 0.7 1.0
C 0.13480 -3.24256 -1.75171 -0.2 -0.6 -0.3
C 1.31872 -3.73253 -2.58290 -0.2 -1.6 0.4
C 1.87149 -5.01620 -1.90974 -0.4 0.8 0.5
O 0.87587 -4.07090 -3.88921 0.2 0.7 -0.2
P 1.80628 -0.53657 -0.93691 0.9 -0.9 0.4
O 1.11074 -0.62238 0.56454 -0.3 0.1 -0.4
Cl 2.57202 1.38165 -1.00518 -0.4 0.0 0.0
P -2.75506 -1.06227 -0.15668 -1.7 0.2 0.7
O -3.45091 -1.83121 -1.40400 0.9 -0.5 0.4
O -1.71514 -2.04867 0.57951 0.5 -0.4 -0.7
S -4.17377 -0.60010 1.08835 0.4 0.4 -0.1
H 2.44975 -1.33030 3.19493 0.0 0.0 -0.4
H 3.31501 -0.23220 2.02726 -0.2 0.0 -0.1
H 4.07807 -0.75983 3.53977 0.1 0.0 -0.1
H 1.54124 2.03506 1.89423 -0.2 -0.5 -0.1
H 1.44255 2.97646 3.36041 0.1 0.0 -0.1
H -0.54639 3.34655 2.22429 0.0 0.2 0.2
H -0.95978 2.45326 3.67585 0.2 -0.1 0.2
H -0.93627 0.36005 1.95573 -0.2 -0.1 0.1
H -2.27776 1.57556 1.96985 -0.2 -0.6 0.0
H -1.33175 2.83632 0.22215 0.0 0.0 -0.3
H 0.12800 1.87793 0.13724 0.0 -0.1 -0.1
H -2.90698 2.81777 -1.79200 -0.1 0.2 0.3
H -4.04474 1.92934 -0.72575 0.1 0.0 0.1
H -3.30928 1.59376 -3.65848 0.0 -0.3 -0.2
H -4.14288 0.24038 -2.83547 0.0 0.0 -0.1
H -5.14341 3.09508 -2.91113 -0.2 0.1 -0.1
H -5.66008 1.89248 -4.10577 -0.1 -0.1 0.0
H -6.20590 1.86692 -1.33536 0.1 0.0 0.0
H 1.37741 -1.59519 -4.42027 0.1 0.0 0.1
H 0.12121 -0.44808 -4.81751 -0.1 -0.2 0.0
H 1.51626 1.42735 -3.86361 0.1 0.2 -0.2
H 2.82609 0.29171 -3.68339 0.1 0.1 0.0
H 1.73617 1.46414 -6.19212 -0.1 -0.3 -0.4
H 2.45662 -0.19741 -6.29552 -0.2 0.0 -0.2
H 3.71386 2.15478 -4.89639 0.1 0.2 -0.1
H 3.98741 2.00804 -6.61442 0.2 -0.3 -0.2
H 3.88222 -1.38254 -5.18362 -0.3 0.3 -0.1
H 6.20130 -2.31265 -4.53463 0.1 -0.1 0.0
H 7.94065 -0.25885 -4.62138 0.1 0.3 -0.1
H 6.61061 1.85896 -5.33731 -0.6 0.4 -0.1
H 0.43161 -3.02590 -0.72124 0.0 0.3 0.0
H -0.54252 -4.09821 -1.67516 -0.1 0.0 0.0
H 2.14447 -3.02527 -2.62951 -0.2 0.3 -0.4
H 1.09725 -5.47071 -1.28476 0.0 -0.1 0.0
H 2.15327 -5.73969 -2.66758 0.4 0.1 0.0
H 2.69984 -4.74758 -1.25566 0.2 -0.3 -0.1
H 0.39373 -4.90089 -3.83298 -0.1 0.0 0.0
H 1.50048 -1.38376 1.00824 0.1 0.1 0.2
H -3.02730 -2.69261 -1.53466 0.0 0.1 -0.4
H -1.90686 -2.08665 1.52582 -0.3 0.0 0.0
C -9.35324 -2.39801 2.75547 0.0 0.0 0.0
C -9.73929 -2.70663 1.45845 0.0 0.0 0.0
C -8.79642 -2.72736 0.43947 0.0 0.0 0.0
C -7.46554 -2.44820 0.71912 0.0 0.0 -0.1
C -7.07906 -2.14323 2.01578 0.0 0.0 0.1
C -8.02299 -2.11382 3.03374 0.0 0.0 0.0
H -10.08919 -2.37847 3.54955 0.0 0.0 0.0
H -10.77625 -2.93021 1.24116 0.0 0.0 0.0
H -9.09898 -2.96136 -0.57342 0.0 0.0 0.0
H -6.72754 -2.46674 -0.07349 0.0 0.1 0.0
H -6.04088 -1.92806 2.23070 -0.1 0.0 0.0
H -7.72156 -1.86997 4.04483 0.0 0.0 0.0
C 4.95312 4.23990 9.11173 0.0 0.0 0.0
C 5.76198 3.11733 9.00375 0.0 0.0 0.0
C 5.49902 2.16352 8.02939 0.0 0.1 0.0
C 4.43252 2.33482 7.15566 0.1 -0.2 0.0
C 3.62723 3.45953 7.26334 0.0 0.0 0.0
C 3.88403 4.40991 8.24256 0.0 0.0 0.0
H 5.15566 4.98258 9.87322 0.0 0.0 0.0
H 6.59757 2.98553 9.67997 0.0 0.0 0.0
H 6.12703 1.28489 7.94969 0.0 0.0 0.0
H 4.22380 1.59761 6.38923 0.1 0.2 0.2
H 2.79714 3.59353 6.58099 0.0 0.0 0.0
H 3.25124 5.28455 8.32806 0.0 0.0 0.0
```
Positions in Å, forces in eV/Å.

HOMO energy   -8.425 eV
Gap between HOMO and LUMO   8.24 eV
2S+1   1

Atom charges from the Löwdin analysis, given in e for atoms 1 to 99: C 0.023; C -0.477; O 0.099; O -0.016; C -0.176; C -0.164; C -0.254; C -0.243; Si 0.457; C -0.254; C -0.230; C -0.281; O -0.058; O -0.260; Si 0.257; C -0.217; C -0.299; C -0.176; C -0.138; N -0.098; C -0.132; C -0.094; C -0.103; C -0.125; O -0.196; C -0.248; C -0.430; C -0.027; O -0.030; P 0.495; O -0.429; Cl 0.247; P 0.180; O -0.242; O -0.255; S 0.375; H 0.086; H 0.072; H 0.088; H 0.105; H 0.128; H 0.115; H 0.121; H 0.082; H 0.077; H 0.083; H 0.020; H 0.087; H 0.060; H 0.107; H 0.097; H 0.116; H 0.115; H 0.077; H 0.069; H 0.098; H 0.095; H 0.065; H 0.117; H 0.109; H 0.124; H 0.123; H 0.112; H 0.091; H 0.092; H 0.119; H 0.097; H 0.129; H 0.113; H 0.079; H 0.084; H 0.082; H 0.096; H 0.026; H 0.071; H 0.064; C -0.104; C -0.103; C -0.097; C -0.097; C -0.129; C -0.096; H 0.097; H 0.097; H 0.099; H 0.093; H 0.009; H 0.098; C -0.106; C -0.105; C -0.094; C -0.091; C -0.090; C -0.101; H 0.097; H 0.097; H 0.097; H 0.068; H 0.097

Density functional theory data (ωB97M-V/def2-TZVPD) for a molecular structure, C12H10Cl4N2O2STi.

XYZ file:
```
32
Properties=species:S:1:pos:R:3:forces:R:3
Ti 0.83389 -0.07278 1.23754 0.2 0.2 0.8
Cl -1.27752 1.29948 1.19310 -0.1 -0.1 0.0
C -2.46410 0.09274 0.65040 0.2 0.2 0.1
C -3.67853 0.57767 0.21640 -0.1 -0.1 0.0
C -4.61834 -0.34468 -0.22194 0.0 0.0 0.0
C -4.31864 -1.69674 -0.21935 0.0 0.1 0.0
C -3.08168 -2.14058 0.22477 -0.1 -0.2 0.0
Cl -2.76131 -3.83655 0.20538 0.0 0.1 0.0
C -2.10566 -1.24965 0.68072 0.1 0.0 0.1
S -0.55470 -1.83934 1.29717 -0.3 -0.4 -0.1
H -3.88684 1.63788 0.22716 0.0 0.0 0.0
H -5.58615 -0.00521 -0.56299 0.0 0.0 0.0
H -5.04328 -2.42251 -0.55985 0.0 0.0 0.0
Cl 3.02911 2.82568 1.63078 0.1 0.1 0.0
C 3.36363 1.80630 3.07065 -0.1 -0.1 0.1
Cl 5.03203 1.33328 3.19479 0.1 0.0 0.0
C 2.42321 0.64882 2.80595 0.0 0.0 -0.3
O 2.76007 -0.29579 2.04225 -0.1 0.0 -0.1
O 1.19239 0.78049 3.08778 -0.1 0.1 -0.3
H 3.06028 2.36900 3.94650 0.0 0.0 0.0
C -0.22495 0.88931 -2.13160 0.0 0.0 0.0
C 1.08965 0.24810 -1.86674 0.0 0.0 0.0
N 1.61872 -0.05807 -0.68316 0.1 0.0 -0.4
C 2.84094 -0.67774 -0.93564 0.1 0.0 0.0
C 3.03784 -0.73193 -2.26882 0.0 0.0 0.0
N 1.92606 -0.14367 -2.83385 0.0 0.0 0.0
H -0.33365 1.80643 -1.55531 0.0 0.0 0.0
H -1.04276 0.21519 -1.86965 0.0 0.0 0.0
H -0.31674 1.14027 -3.18650 0.0 0.0 0.0
H 3.48008 -1.01526 -0.13906 0.0 0.0 0.0
H 3.84869 -1.12011 -2.85753 0.0 0.0 0.0
H 1.75826 -0.02003 -3.81936 0.0 0.0 0.0
```
Positions in Å, forces in eV/Å.

HOMO energy (spin up / spin down)   -11.898 / -11.893 eV
Total charge   +1
Gap between HOMO and LUMO (spin up / spin down)   7.99 / 8.26 eV
Energy relative to the best compared isomer or geometry (same formula, charge and spin)   4.65 kcal per mole
<S²>   0.75
2S+1   2

Charges computed using natural (NBO), reported in e: Ti 1.354; Cl 0.102; C -0.061; C -0.226; C -0.178; C -0.201; C -0.068; Cl 0.065; C -0.136; S -0.093; H 0.245; H 0.242; H 0.249; Cl 0.027; C -0.315; Cl 0.077; C 0.734; O -0.657; O -0.657; H 0.265; C -0.670; C 0.440; N -0.629; C -0.063; C -0.069; N -0.475; H 0.250; H 0.253; H 0.247; H 0.257; H 0.252; H 0.441

Density functional theory data (ωB97M-V/def2-TZVPD) for a molecular structure, C25H35N3Pt.

XYZ file:
```
64
Properties=species:S:1:pos:R:3:forces:R:3
C -3.78569 0.41593 -1.10972 -0.6 0.2 -0.1
C -3.77369 1.67291 -1.96883 -0.8 0.0 -0.2
H -3.84781 -0.47258 -1.74148 0.0 0.1 0.1
H -4.65417 0.38489 -0.43360 0.2 0.1 -0.2
H -2.89761 0.35543 -0.48201 0.0 0.0 -0.1
H -2.91998 1.69238 -2.63355 -0.1 0.0 -0.1
H -4.66608 1.72810 -2.60560 0.1 0.0 0.2
H -3.76370 2.57301 -1.35439 0.0 0.1 0.0
C 1.43417 -2.61627 -1.04265 0.5 1.4 -0.6
C 2.39598 -3.60505 -1.23175 -0.3 -0.6 0.3
C 3.54481 -3.31692 -1.96612 0.9 0.7 -0.7
C 3.68816 -2.04892 -2.50493 0.9 -1.7 0.1
H 0.52336 -2.82293 -0.49533 0.5 0.1 -0.2
H 2.21279 -4.58182 -0.79570 0.1 0.1 -0.1
H 4.32323 -4.06701 -2.11494 -0.3 0.2 0.0
H 4.55052 -1.76237 -3.09252 0.0 -0.3 0.1
N 1.59173 -1.37176 -1.52985 -1.5 -1.9 1.3
C 2.69253 -1.07806 -2.28713 0.0 3.8 -1.3
C 2.74405 0.26297 -2.82076 -0.3 -4.3 1.6
N 1.68117 1.06206 -2.50600 -2.1 2.2 0.4
C 1.69139 2.34840 -2.92443 0.1 -1.3 0.2
C 3.83152 2.05861 -4.01378 0.5 -1.2 0.1
C 2.75592 2.87984 -3.65619 -0.2 0.5 0.0
H 0.82609 2.95641 -2.68589 0.2 -0.1 -0.1
H 2.71406 3.92795 -3.94680 0.0 -0.3 0.1
C 3.80532 0.73355 -3.61067 1.2 1.5 -1.1
H 4.59351 0.03727 -3.87421 0.0 0.3 -0.1
H 4.67256 2.44145 -4.58322 -0.2 0.0 0.0
Pt 0.18730 0.19308 -1.20481 2.0 -0.2 -0.1
C -0.81967 1.87750 -1.34262 -0.8 1.2 -0.3
H -1.12834 1.91201 -2.39710 0.0 0.2 0.4
H -0.21818 2.77064 -1.12410 -0.1 -0.3 0.1
H -1.69587 1.88476 -0.68384 0.3 0.0 -0.3
C 0.16057 -0.44158 5.50543 0.1 -0.2 0.2
C 0.07062 0.23606 4.16595 0.1 -0.7 -0.5
C -0.02919 1.63064 4.08087 -0.1 0.0 0.2
C -0.05151 2.26896 2.83702 0.3 0.0 -0.5
C -0.13607 3.77162 2.73240 0.0 0.2 -0.2
C 0.01637 1.48743 1.68312 -0.1 0.9 0.0
C -0.07243 0.07830 1.71438 -0.1 -0.7 -0.4
C 0.07023 -0.53216 3.00001 -0.3 0.0 0.6
N -0.38754 -0.62783 0.54927 -0.1 0.6 1.5
C -1.31857 -1.81416 0.68820 0.1 -0.1 0.2
C -0.65127 -3.00634 1.41216 0.2 -0.5 0.1
C -2.51963 -1.42106 1.55747 -0.5 0.3 0.2
C -1.80568 -2.24951 -0.69670 -0.1 0.3 0.0
H 1.08885 -0.18393 6.03166 -0.2 0.0 -0.2
H -0.66832 -0.14886 6.16197 0.1 0.0 -0.2
H 0.13460 -1.53074 5.39593 0.0 0.2 0.0
H -0.07072 2.21506 5.00920 0.0 -0.2 -0.4
H -0.95871 4.18797 3.33056 0.2 -0.3 -0.1
H 0.78182 4.26954 3.07081 -0.1 -0.2 0.0
H -0.30079 4.06916 1.69112 0.0 0.0 0.2
H 0.02040 1.99455 0.71912 0.0 -0.1 0.5
H 0.16476 -1.61447 3.11699 -0.1 0.6 -0.1
H -1.08540 -3.13814 2.40834 0.2 0.0 -0.2
H -0.85662 -3.94040 0.87244 0.1 0.2 0.1
H 0.43091 -2.89377 1.51186 -0.1 -0.1 0.1
H -3.00921 -0.49926 1.20998 0.1 -0.5 0.1
H -3.25111 -2.24840 1.52309 0.3 0.4 0.0
H -2.21617 -1.26775 2.60709 -0.2 -0.1 -0.5
H -2.50502 -1.52229 -1.09400 0.0 -0.2 0.0
H -1.01140 -2.34631 -1.43774 -0.1 -0.2 0.0
H -2.32316 -3.20780 -0.59344 0.1 0.2 -0.1
```
Positions in Å, forces in eV/Å.

HOMO energy (spin up / spin down)   -12.104 / -14.735 eV
Total charge   +2
Gap between HOMO and LUMO (spin up / spin down)   6.10 / 4.54 eV
Energy relative to the best compared isomer or geometry (same formula, charge and spin)   0.00 kcal per mole
<S²>   6.07
2S+1   5

Charges computed using natural (NBO), reported in e: C -0.609; C -0.610; H 0.206; H 0.232; H 0.164; H 0.185; H 0.237; H 0.209; C 0.121; C -0.167; C -0.185; C -0.111; H 0.240; H 0.252; H 0.263; H 0.238; N -0.577; C 0.122; C 0.210; N -0.588; C 0.142; C -0.186; C -0.174; H 0.234; H 0.260; C -0.114; H 0.240; H 0.263; Pt 1.253; C -0.844; H 0.223; H 0.201; H 0.247; C -0.645; C 0.022; C -0.096; C 0.020; C -0.643; C -0.229; C 0.258; C -0.234; N -0.437; C 0.118; C -0.658; C -0.629; C -0.653; H 0.248; H 0.247; H 0.226; H 0.240; H 0.248; H 0.248; H 0.217; H 0.218; H 0.238; H 0.243; H 0.238; H 0.217; H 0.229; H 0.246; H 0.227; H 0.243; H 0.204; H 0.254

Density functional theory data (ωB97M-V/def2-TZVPD) for 2 unconnected molecules or ions with the total composition C3H4O2.

XYZ file:
```
9
Properties=species:S:1:pos:R:3:forces:R:3
C -0.96596 -0.97833 -0.17725 0.1 -0.5 0.0
C 0.15130 -0.89207 0.51476 0.0 -1.4 0.8
O 1.07895 -0.94479 1.22917 -0.6 0.0 -0.7
H -1.52635 -1.87627 0.01443 -0.2 -0.2 -0.1
H -1.24905 -0.29330 -0.97028 0.2 -0.1 0.3
C 0.64625 1.25373 -0.14743 -0.4 1.0 -0.2
O 0.53251 1.48997 -1.32077 0.3 -0.1 0.4
H -0.25132 0.86527 0.42631 0.8 1.2 -0.2
H 1.58365 1.37580 0.43106 -0.1 0.1 -0.2
```
Positions in Å, forces in eV/Å.

HOMO energy   -9.428 eV
Gap between HOMO and LUMO   9.45 eV
Energy relative to the best compared isomer or geometry (same formula, charge and spin)   61.64 kcal per mole
2S+1   1

Charges computed using natural (NBO), reported in e: C -0.766; C 0.663; O -0.471; H 0.265; H 0.274; C 0.250; O -0.491; H 0.145; H 0.131

Q: Which value of 2S+1 does entry 1 give?
A: 1